Entry 1:
Computed, not measured: C7H11N as an isolated structure in a non-equilibrium geometry, with the ωB97M-V functional and the def2-TZVPD basis.

Geometry as ORCA input:
```
! RIJCOSX wB97M-V def2-TZVPD def2/J DEFGRID3
* xyz 0 1
C -1.30 -0.38 -0.82
C -1.08 0.73 0.30
C -0.70 -0.45 1.09
C -0.02 -1.23 -0.18
C 1.14 -0.63 -0.56
C 1.23 0.63 0.33
C 0.23 1.76 -0.20
H -2.32 -0.64 -1.08
H -0.53 0.13 -1.80
H -2.30 0.95 0.48
H -1.56 -1.37 1.11
H -0.17 -0.54 2.04
H -0.30 -2.37 -0.28
H 1.12 -0.27 -1.60
H 2.48 -0.93 0.93
H 1.03 0.25 1.29
H 0.33 2.75 0.35
H 0.29 1.86 -1.39
N 2.44 -0.23 -0.02
*
```

Summary:
* highest occupied orbital energy: -0.30954 Eh
* strongest force on any atom: 9.671 eV/Å

natural (NBO) population analysis, charges in e, atoms 1 to 5: C -0.34; C -0.27; C -0.43; C -0.22; C -0.17

***

Entry 2:
Computed, not measured: one molecule with the formula C7H11N in a non-equilibrium geometry, with the ωB97M-V functional and the def2-TZVPD basis.

Geometry as ORCA input:
```
! RIJCOSX wB97M-V def2-TZVPD def2/J DEFGRID3
* xyz 0 1
C -1.95 1.25 -0.44
C -2.26 0.00 -0.03
N -1.37 -1.04 0.31
C 0.07 -0.93 0.45
C 0.58 0.24 1.28
C 1.68 0.76 0.72
C 2.00 0.10 -0.61
C 0.79 -0.73 -0.92
H -0.90 1.57 -0.42
H -2.69 2.00 -0.69
H -3.32 -0.25 0.08
H -1.81 -1.69 0.95
H 0.39 -1.88 0.92
H 0.05 0.48 2.20
H 2.30 1.57 1.10
H 2.28 0.87 -1.37
H 2.94 -0.47 -0.47
H 0.19 -0.15 -1.63
H 1.01 -1.69 -1.44
*
```

Summary:
* highest occupied orbital energy: -0.29090 Eh
* strongest force on any atom: 1.783 eV/Å
* SMILES string: C=CN[C@@H]1C=CCC1

natural (NBO) population analysis, charges in e, atoms 1 to 5: C -0.55; C 0.01; N -0.62; C -0.08; C -0.22

***

| no. | electronic energy (eV) |
| --- | --- |
| 1 | -8917.6170 |
| 2 | -8926.0956 |